65
Properties=species:S:1:pos:R:3:mulliken_charge:R:1 method="wB97M-V/def2-TZVPD" max_force_ha_per_bohr=0.04953 lumo_energy_ev=0.232 de_lowest_kcal_mol=0.0 gap_ha=0.281 total_charge=0
Be 0.04 -0.17 -0.36 1.98
B -0.86 0.52 -3.09 0.22
F -1.19 -0.65 -2.43 -0.10
F -0.89 0.23 -4.43 -0.33
F -1.73 1.56 -2.79 -0.42
F 0.47 0.77 -2.69 -0.33
C -0.96 0.54 3.51 -0.74
C -0.22 -0.72 3.12 -0.24
O 0.46 -0.69 1.91 -0.75
H -0.32 1.41 3.64 0.22
H -1.54 0.51 4.44 0.52
H -1.82 0.78 2.88 -0.22
H -0.95 -1.54 2.99 -0.04
H 0.43 -1.12 3.91 0.33
N 0.55 2.37 -0.20 0.62
C 1.06 3.15 -1.15 -0.28
C 1.28 4.52 -1.00 -0.93
C 0.80 5.13 0.16 -0.38
C 0.22 4.37 1.17 -0.85
C 0.19 2.99 0.94 0.18
H 1.27 2.80 -2.15 0.42
H 1.68 5.13 -1.80 0.47
H 1.07 6.18 0.24 0.36
H 0.02 4.79 2.14 0.46
H -0.15 2.38 1.77 -0.12
C -4.50 0.54 -0.29 -1.38
C -3.30 1.13 0.36 0.83
O -2.18 0.79 0.05 -0.18
C -3.60 2.00 1.56 -1.35
H -4.31 -0.49 -0.58 0.26
H -4.70 1.08 -1.22 0.37
H -5.43 0.57 0.27 0.42
H -3.95 1.42 2.41 0.36
H -4.30 2.75 1.19 0.45
H -2.68 2.52 1.82 0.21
C 0.46 -3.19 -3.08 -1.04
C 1.52 -2.83 -2.07 0.90
O 1.26 -2.22 -1.04 -0.42
C 2.93 -3.38 -2.16 -1.31
H 0.24 -2.32 -3.70 0.23
H -0.50 -3.29 -2.58 0.15
H 0.69 -4.08 -3.67 0.46
H 3.61 -2.65 -2.59 0.21
H 2.97 -4.19 -2.89 0.42
H 3.34 -3.73 -1.21 0.31
C 5.07 0.18 -0.83 -1.17
C 3.82 0.68 -0.12 0.78
O 2.72 0.19 -0.30 -0.34
C 3.98 1.92 0.72 -1.16
H 5.69 1.08 -0.85 0.42
H 4.81 -0.10 -1.85 0.27
H 5.52 -0.63 -0.26 0.29
H 4.33 2.74 0.10 0.37
H 4.72 1.70 1.50 0.41
H 3.09 2.22 1.27 0.10
C -3.27 -3.14 1.12 -1.28
C -1.86 -3.13 0.53 0.63
O -1.46 -2.23 -0.18 -0.08
C -0.86 -4.22 0.91 -1.07
H -3.81 -2.20 1.03 0.10
H -3.06 -3.44 2.15 0.45
H -3.88 -3.94 0.69 0.38
H -0.16 -3.73 1.58 0.23
H -0.43 -4.66 0.01 0.27
H -1.42 -4.97 1.47 0.43